Computed, not measured: an isolated ion of composition C11H11BrNO2 and charge +1, with ωB97M-V/def2-TZVPD.

Properties
orbital gap: 6.9828 eV
multiplicity: 1
ΔE to the lowest compared entry with this formula, charge and spin: 418.6 kJ/mol
E_LUMO: -5.15 eV
total charge: +1

Positions of all 26 atoms, in Å:
C  0.89  0.79  -3.36
C  1.76  -0.08  -2.65
C  -0.08  1.53  -2.65
C  1.56  -0.25  -1.28
C  -0.17  1.45  -1.21
C  0.69  0.53  -0.57
C  -1.00  2.26  -0.40
C  -1.49  0.16  2.00
C  -2.51  0.84  2.49
C  0.69  0.52  0.99
C  -0.41  -1.69  0.92
N  -0.47  -0.35  1.51
O  -2.63  1.25  3.78
O  0.55  1.61  1.78
Br  -1.82  3.64  -1.18
H  0.75  0.97  -4.37
H  2.59  -0.67  -2.97
H  -0.71  2.14  -3.08
H  2.12  -0.87  -0.65
H  -3.12  1.19  1.74
H  1.50  0.00  1.36
H  0.60  -2.04  0.68
H  -0.71  -2.57  1.62
H  -0.87  -1.65  -0.09
H  -2.45  0.53  4.40
H  -0.08  2.05  1.19